Entry from OMol25: C22H22FeO7 as an isolated structure in a non-equilibrium geometry (wB97M-V/def2-TZVPD).

The spin multiplicity is 5. The calculation puts the molar mass at 454.256 g/mol. As for the total energy: -2641.66295 Eh. Its expectation value of S² is 6.06. The calculation puts the HOMO-LUMO gap (spin up / spin down) at 5.9770 / 6.5003 eV.

```
52
Properties=species:S:1:pos:R:3:forces:R:3:mulliken_charge:R:1
O 4.230784 -2.971630 -0.991335 -1.150 2.266 -0.562 -0.34
C 3.897456 -1.876620 -1.182700 1.624 -5.621 1.346 0.19
Fe 3.707046 -0.172920 -1.620990 -1.709 0.767 0.017 0.58
C 4.791796 0.374505 -0.370233 3.686 1.979 3.984 0.36
O 5.730138 0.457749 0.301062 -1.141 -0.281 -0.932 -0.32
C 4.807041 -0.286541 -2.944543 5.241 -0.929 -4.122 0.08
O 5.815090 -0.503907 -3.500105 -2.661 0.575 1.089 -0.37
C 0.928553 -0.099542 0.022275 1.718 -3.366 3.284 0.42
C 0.846136 -1.084317 -1.177200 -1.719 -0.613 -0.242 -0.12
C 1.866555 -0.888114 -2.316287 -1.455 -1.096 -0.846 -1.12
C 2.049702 0.425714 -2.796173 -0.822 0.833 0.773 -0.81
C 2.188971 1.315505 -1.715893 -1.291 1.381 -1.669 -0.57
C 1.924143 0.866530 -0.376497 -1.017 2.807 1.293 -1.10
H 1.283071 -0.680424 0.989198 0.520 0.663 -2.001 0.17
H 0.834123 -2.152827 -0.873350 0.028 0.758 0.060 0.39
H -0.144660 -0.865628 -1.618167 0.151 -0.423 -0.132 0.20
H 1.950790 -1.678851 -3.062403 -0.512 -0.055 0.311 0.56
H 2.126920 0.697393 -3.855911 0.305 -0.075 0.577 0.50
H 2.467473 2.358148 -1.946539 -0.120 -0.462 0.539 0.53
H 2.353147 1.514915 0.381809 -0.087 -0.074 0.142 0.76
C -4.198886 -2.243824 -0.894774 -0.393 0.280 -0.042 -1.02
C -3.096816 -2.481447 0.102491 0.316 0.209 0.178 -0.22
O -2.582406 -1.132983 0.445654 0.403 -0.412 0.254 -0.38
C -1.353517 -1.134176 0.978815 1.568 -0.729 -1.036 -0.41
C -0.490845 0.178896 1.072057 -2.987 0.899 -1.792 3.03
C -1.081292 1.355072 0.267429 -0.088 -0.804 -0.298 -0.38
O -0.959755 2.530935 0.485736 -0.017 -0.036 0.262 -0.66
O -1.644518 0.907177 -0.879061 0.187 0.418 0.727 -0.02
C -2.093649 1.987250 -1.702111 -0.025 -0.059 -0.379 -0.29
C -2.866584 1.347025 -2.821510 -0.353 -0.182 -0.522 -1.18
C -0.419606 0.523781 2.559360 2.038 0.034 0.694 -0.18
C 0.195835 1.745644 2.899858 0.119 0.049 0.128 -0.27
C 0.535841 2.070043 4.215191 -0.218 -0.258 -0.038 -0.85
C 0.246260 1.192920 5.269498 -0.120 -0.006 -0.466 -0.37
C -0.370876 -0.024844 4.968006 -0.095 0.089 -0.477 -0.82
C -0.677378 -0.367252 3.633307 0.140 0.063 -0.139 -0.13
O -0.786939 -2.164168 1.292387 -0.425 0.400 0.077 -0.60
H -4.589142 -3.167983 -1.340219 0.154 0.093 0.351 0.41
H -5.012061 -1.714524 -0.388739 -0.046 -0.056 -0.289 0.30
H -3.835691 -1.624169 -1.722627 -0.015 -0.064 0.210 0.15
H -3.430577 -2.969660 1.031621 0.092 0.195 -0.371 0.29
H -2.298219 -3.090302 -0.338833 0.011 0.342 0.280 0.30
H -2.724084 2.663158 -1.115695 0.196 -0.070 -0.094 0.32
H -1.193337 2.519374 -2.029841 -0.333 0.139 -0.130 0.28
H -3.268865 2.101577 -3.509239 0.181 -0.107 0.129 0.44
H -2.240722 0.648799 -3.396384 -0.138 0.222 0.152 0.28
H -3.726371 0.784804 -2.427779 0.281 0.152 -0.032 0.22
H 0.409995 2.452593 2.098967 0.084 -0.240 0.406 0.32
H 1.055405 3.009958 4.397629 -0.193 -0.186 0.047 0.36
H 0.502461 1.458185 6.300285 -0.077 -0.162 -0.418 0.37
H -0.589308 -0.741860 5.768358 0.061 0.300 -0.402 0.37
H -1.068618 -1.369127 3.434161 0.106 0.451 0.117 0.37
```
Positions in Å, forces in eV/Å.


Entry from OMol25: one molecule with the formula C25H31N3O5S2 in a non-equilibrium geometry (wB97M-V/def2-TZVPD).

The SMILES is CC1CCN(S(=O)(=O)c2ccc3c(c2)C(=NO)c2cc(S(=O)(=O)N4CCC(C)CC4)ccc2-3)CC1. The spin multiplicity is 1. The calculation puts the molar mass at 517.673 g/mol. As for the total energy: -2308.05776 Eh. The calculation puts the HOMO-LUMO gap at 8.2090 eV. Its energy above the lowest of the compared OMol25 structures with the same formula, charge and spin is 1.7509 eV.

```
66
Properties=species:S:1:pos:R:3:forces:R:3:mulliken_charge:R:1
C -3.437397 -3.188264 -0.178352 -0.333 0.029 0.071 -1.68
C -4.755585 -2.459315 0.064940 0.390 0.166 -0.095 0.33
C -4.644122 -1.515759 1.265301 -0.369 -0.189 -0.095 -0.11
C -5.957023 -0.758241 1.475629 0.410 -0.054 0.617 -1.07
N -6.397828 -0.077506 0.283689 0.046 1.092 -0.071 0.15
S -6.023258 1.525023 0.102302 -0.219 -0.161 0.027 1.32
O -6.203866 2.144731 1.380646 0.310 -0.142 0.108 -0.74
O -6.768552 2.002354 -1.024630 0.237 -0.155 -0.191 -0.74
C -4.275242 1.616273 -0.317534 -0.621 0.065 0.193 0.15
C -3.908312 1.612649 -1.651394 0.002 0.067 -0.199 -0.93
C -2.566653 1.627112 -2.011248 -0.012 -0.026 0.155 -0.43
C -1.615766 1.640468 -1.005453 -0.552 -0.013 0.398 -0.15
C -2.004873 1.658433 0.350897 -0.513 -0.041 -0.513 0.63
C -3.340567 1.651921 0.704383 0.183 0.096 0.035 -0.58
C -0.802188 1.679118 1.187197 0.740 0.016 0.647 -0.49
N -0.875560 1.685525 2.459195 -0.796 0.004 0.447 -0.61
O 0.302888 1.695186 3.169484 0.224 0.014 -0.526 -0.34
C 0.337679 1.678558 0.261051 0.441 0.018 -0.273 0.73
C 1.697683 1.699595 0.502733 -0.151 0.041 0.104 -0.63
C 2.544334 1.692015 -0.594800 0.510 -0.051 -0.028 -0.27
S 4.308753 1.717109 -0.284267 -0.447 -0.219 0.146 1.53
O 4.989417 1.623344 -1.548358 -0.214 -0.154 -0.022 -0.70
O 4.618515 2.829157 0.563703 -0.046 -0.037 0.264 -0.77
N 4.442200 0.324650 0.639052 -0.231 0.964 -0.432 0.16
C 5.498582 0.329462 1.630360 0.526 0.419 0.302 -1.11
C 6.859852 0.021582 1.010187 -0.244 -0.309 0.174 -0.57
C 6.815102 -1.318021 0.271402 0.186 0.189 -0.267 0.51
C 8.161147 -1.636016 -0.371871 -0.265 -0.049 0.202 -1.66
C 5.706503 -1.260408 -0.781849 -0.074 -0.112 0.295 -0.73
C 4.370382 -0.896449 -0.134273 -0.041 -0.383 -0.558 -0.93
C 2.072272 1.669046 -1.893177 0.142 0.010 -0.117 -0.43
C 0.704606 1.650140 -2.142025 -0.079 0.024 0.185 -0.81
C -0.158986 1.653934 -1.062508 0.546 0.013 0.238 0.25
C -6.474414 -0.898859 -0.898277 0.122 -0.133 -0.720 -1.06
C -5.170372 -1.652445 -1.168186 -0.283 -0.167 0.260 -0.23
H -3.155375 -3.769759 0.696122 0.098 -0.087 0.084 0.42
H -2.642460 -2.474650 -0.386850 0.118 0.089 -0.031 0.31
H -3.524417 -3.863119 -1.026585 0.057 -0.098 -0.106 0.42
H -5.535918 -3.200089 0.274433 -0.049 -0.006 0.012 0.33
H -3.831007 -0.808163 1.090348 0.052 -0.057 0.032 -0.20
H -4.410752 -2.082927 2.167932 0.061 0.007 0.055 0.53
H -5.862662 0.001260 2.251757 -0.063 -0.212 0.140 0.43
H -6.743735 -1.462911 1.770597 0.016 0.085 0.007 0.40
H -4.689100 1.614369 -2.395760 -0.036 0.005 -0.147 0.53
H -2.277366 1.628809 -3.050696 0.005 0.007 -0.123 0.51
H -3.661366 1.691082 1.732384 0.019 -0.002 0.182 0.59
H 0.028466 1.731211 4.098548 -0.125 -0.020 -0.405 0.37
H 2.110479 1.726416 1.497073 -0.055 -0.024 0.137 0.53
H 5.492870 1.321068 2.083565 0.067 -0.164 0.192 0.50
H 5.243662 -0.416602 2.391051 -0.038 0.060 -0.047 0.42
H 7.106566 0.817081 0.303681 0.123 0.050 -0.019 0.26
H 7.622364 0.001706 1.790807 0.059 0.045 0.005 0.43
H 6.573136 -2.107302 0.994759 -0.016 0.010 0.024 0.21
H 8.423665 -0.866889 -1.094367 0.060 0.096 -0.108 0.36
H 8.122276 -2.593161 -0.887151 0.056 -0.101 -0.086 0.41
H 8.943801 -1.682035 0.381983 0.138 -0.012 0.041 0.41
H 5.950286 -0.496358 -1.521291 0.052 -0.093 -0.057 0.26
H 5.612763 -2.221953 -1.290189 0.001 -0.028 -0.047 0.46
H 3.601302 -0.748535 -0.896005 -0.055 -0.244 0.020 0.37
H 4.043399 -1.695322 0.541133 -0.050 0.072 -0.056 0.45
H 2.791812 1.669100 -2.697225 0.030 -0.017 -0.133 0.56
H 0.331441 1.635121 -3.154373 -0.016 -0.003 -0.112 0.51
H -6.734485 -0.235687 -1.723388 -0.108 -0.224 -0.075 0.44
H -7.290792 -1.617262 -0.758004 0.005 0.083 -0.022 0.39
H -4.377389 -0.943474 -1.415935 0.040 -0.047 -0.044 -0.09
H -5.310839 -2.317138 -2.022279 0.032 -0.003 -0.074 0.49
```
Positions in Å, forces in eV/Å.